(1)
Computed, not measured: C2H6O5 as an isolated structure, with ωB97M-V/def2-TZVPD.

Net charge = 0
E_LUMO (alpha / beta) = -1.13 / -1.20 eV
Gap between HOMO and LUMO (alpha / beta) = 9.3 / 7.4 eV
Energy relative to the best compared isomer or geometry (same formula, charge and spin) = 426.6 kJ/mol
Highest occupied orbital energy (alpha / beta) = -10.46 / -8.61 eV

Last column: Löwdin charge in e.
Element x y z (Å)
C 0.376 -0.381 -0.229  -0.750
C -1.544 -0.493 0.105  -0.058
O 0.149 0.479 -1.130  0.069
O 1.877 1.547 -0.805  -0.082
O 0.917 0.069 0.911  0.045
O 0.725 -1.661 -0.568  0.106
O -1.890 0.559 0.847  0.034
H 1.387 2.323 -1.106  0.039
H 1.407 0.906 0.496  0.101
H 1.396 -1.958 0.063  0.127
H -1.343 0.587 1.649  0.122
H -2.064 -0.530 -0.843  0.123
H -1.393 -1.447 0.609  0.123



(2)
Computed, not measured: C18H16FN4O10SW as an isolated structure, with ωB97M-V/def2-TZVPD.

Net charge = +1
E_LUMO = -6.56 eV
Gap between HOMO and LUMO = 5.3 eV
Energy relative to the best compared isomer or geometry (same formula, charge and spin) = 217.4 kJ/mol
Highest occupied orbital energy = -11.87 eV

Last column: Löwdin charge in e.
Element x y z (Å)
W -0.424 -0.473 -0.490  1.988
C -2.627 0.128 2.935  0.032
C -1.808 0.558 1.763  -0.351
O -0.797 -0.203 1.414  -0.141
C -2.072 1.738 1.083  0.033
C -1.234 2.248 0.065  -0.264
C -1.521 3.529 -0.626  0.019
N -0.140 1.552 -0.259  -0.104
N 0.646 2.055 -1.285  0.151
C 1.331 1.111 -1.847  -0.318
O 1.172 -0.141 -1.378  -0.184
C 2.255 1.329 -2.953  -0.144
C 2.092 2.386 -3.853  -0.004
C 2.929 2.480 -4.949  -0.050
C 3.945 1.555 -5.143  -0.043
C 4.139 0.530 -4.227  -0.042
C 3.292 0.411 -3.144  -0.004
H -2.289 -0.843 3.292  0.104
H -3.680 0.067 2.664  0.112
H -2.541 0.861 3.738  0.110
H -2.939 2.312 1.372  0.140
H -2.311 4.085 -0.131  0.099
H -1.820 3.306 -1.653  0.112
H -0.604 4.116 -0.689  0.103
H 1.301 3.097 -3.687  0.117
H 2.794 3.279 -5.661  0.114
H 4.589 1.630 -6.006  0.116
H 4.948 -0.171 -4.358  0.117
H 3.443 -0.373 -2.416  0.105
O -3.204 -1.197 -2.934  -0.120
S -2.132 -0.924 -2.084  0.449
O -1.498 0.445 -2.106  -0.305
O -0.868 -1.720 -2.152  -0.300
O -2.364 -0.969 -0.579  -0.316
F 3.667 -0.060 2.255  0.098
C 3.848 -0.944 1.269  -0.164
C 2.773 -1.381 0.584  0.012
N 2.903 -2.286 -0.440  0.016
C 1.823 -2.860 -1.235  -0.027
C 0.472 -3.090 -0.546  -0.522
O -0.187 -4.070 -0.714  0.207
O 0.083 -2.076 0.218  -0.160
C 4.184 -2.672 -0.887  -0.477
O 4.322 -3.346 -1.872  0.112
N 5.231 -2.222 -0.133  0.226
C 5.222 -1.385 0.982  -0.392
O 6.222 -1.087 1.567  0.148
H 1.777 -1.001 0.893  0.118
H 2.191 -3.823 -1.614  0.153
H 1.610 -2.220 -2.115  0.134
H 6.146 -2.548 -0.435  0.185



(3)
Computed, not measured: C35H38CrN4S4 as an isolated structure, with ωB97M-V/def2-TZVPD.

Net charge = -2
E_LUMO (alpha / beta) = 4.31 / 4.30 eV
Gap between HOMO and LUMO (alpha / beta) = 4.7 / 5.2 eV
Energy relative to the best compared isomer or geometry (same formula, charge and spin) = 82.8 kJ/mol
Highest occupied orbital energy (alpha / beta) = -0.35 / -0.87 eV
⟨S²⟩ = 6.266
Spin multiplicity = 5

Last column: Mulliken spin population.
Element x y z (Å)
Cr -0.085 -0.179 -0.059  3.230
S 1.013 0.590 -2.251  0.033
C 1.020 2.281 -2.678  -0.001
C 0.648 2.622 -4.002  0.005
C 0.595 3.922 -4.461  -0.005
C 0.910 4.984 -3.615  0.011
C 1.295 4.684 -2.319  -0.005
C 1.375 3.367 -1.852  0.016
S 1.817 3.142 -0.153  0.008
C 3.625 3.199 -0.133  0.005
C 4.159 1.824 0.162  -0.097
C 4.863 1.548 1.339  0.203
C 5.226 0.228 1.590  -0.073
C 4.895 -0.749 0.674  0.161
C 4.225 -0.376 -0.513  0.026
C 3.863 -1.306 -1.505  0.611
S 1.176 -2.291 0.077  -0.025
C 1.892 -2.306 1.676  -0.007
C 2.487 -3.481 2.156  0.013
C 3.056 -3.563 3.419  -0.001
C 3.033 -2.448 4.251  0.006
C 2.453 -1.274 3.791  0.007
C 1.888 -1.172 2.516  0.038
S 1.237 0.364 1.969  -0.016
N 3.885 0.910 -0.743  0.144
H 0.376 1.803 -4.657  0.001
H 0.287 4.112 -5.484  -0.001
H 0.855 6.012 -3.952  0.002
H 1.544 5.480 -1.627  -0.001
H 3.919 3.904 0.647  -0.002
H 3.993 3.572 -1.088  -0.003
H 5.044 2.330 2.065  0.014
H 5.732 -0.034 2.512  -0.001
H 5.134 -1.790 0.848  -0.005
H 4.033 -2.363 -1.362  -0.020
H 3.344 -0.960 -2.384  -0.002
H 2.484 -4.348 1.504  0.001
H 3.504 -4.493 3.754  0.000
H 3.460 -2.492 5.247  0.001
H 2.428 -0.396 4.427  -0.001
C -1.061 2.879 2.205  0.009
C -1.607 2.672 0.837  -0.006
N -1.240 1.803 -0.077  -0.050
C -2.034 2.034 -1.182  0.045
C -2.881 3.063 -0.940  0.000
N -2.596 3.462 0.353  0.000
H -0.512 1.998 2.537  -0.012
H -1.875 3.063 2.910  0.000
H -0.377 3.731 2.212  0.000
H -1.912 1.455 -2.078  -0.010
H -3.635 3.534 -1.543  0.000
H -3.049 4.192 0.872  -0.002
C -1.865 -2.257 2.840  0.012
C -3.107 -1.512 2.345  0.005
C -2.918 0.002 2.470  -0.004
C -3.533 -1.985 0.967  0.040
C -4.721 -2.693 0.881  -0.043
C -5.201 -3.238 -0.308  0.080
C -4.402 -3.069 -1.434  -0.039
C -3.198 -2.378 -1.421  0.042
C -2.404 -2.349 -2.716  -0.004
C -2.237 -0.959 -3.332  -0.009
C -1.035 -3.031 -2.614  0.013
C -2.731 -1.764 -0.208  0.084
N -1.632 -1.024 -0.191  -0.481
H -1.566 -1.919 3.838  0.001
H -1.024 -2.090 2.169  0.011
H -2.051 -3.333 2.874  -0.001
H -3.940 -1.779 3.006  0.000
H -2.012 0.320 1.956  0.027
H -2.816 0.283 3.524  0.000
H -3.767 0.544 2.042  -0.003
H -5.293 -2.827 1.797  -0.003
H -6.132 -3.790 -0.348  0.013
H -4.715 -3.513 -2.377  -0.004
H -3.006 -2.938 -3.417  0.000
H -1.540 -0.369 -2.736  0.009
H -3.195 -0.437 -3.396  -0.001
H -1.810 -1.036 -4.338  0.001
H -0.335 -2.423 -2.038  0.013
H -0.610 -3.179 -3.612  0.002
H -1.111 -3.999 -2.116  -0.002



(4)
Computed, not measured: an isolated molecule of C5H13N2P, with ωB97M-V/def2-TZVPD.

Net charge = 0
E_LUMO (alpha / beta) = 1.05 / -2.56 eV
Gap between HOMO and LUMO (alpha / beta) = 5.3 / 7.0 eV
Energy relative to the best compared isomer or geometry (same formula, charge and spin) = 259.5 kJ/mol
Highest occupied orbital energy (alpha / beta) = -4.27 / -9.55 eV
⟨S²⟩ = 2.004
Spin multiplicity = 3

Last column: Mulliken spin population.
Element x y z (Å)
C -2.145 0.503 0.176  0.003
C -2.024 -0.825 -0.552  0.001
C -0.843 0.437 1.111  0.021
C -0.547 -1.030 -0.865  0.009
C 0.193 -0.321 0.252  -0.042
N 1.308 0.315 -0.308  0.088
N 2.522 0.465 0.527  0.572
P 3.935 -0.079 -0.055  1.220
H -1.939 1.313 -0.573  0.001
H -3.054 0.636 0.613  -0.001
H -2.629 -1.726 -0.111  -0.001
H -2.636 -0.826 -1.491  0.001
H -0.610 1.481 1.294  0.001
H -1.213 -0.118 2.069  -0.003
H -0.331 -2.086 -1.026  0.009
H -0.326 -0.357 -1.750  0.001
H 0.638 -1.146 0.858  -0.022
H 1.085 1.225 -0.789  -0.020
H 2.582 1.115 1.276  -0.168
H 4.217 0.595 -1.363  0.122
H 3.252 -1.376 -0.651  0.211



(5)
Computed, not measured: an isolated molecule of C18H29N3O4S, with ωB97M-V/def2-TZVPD.

Net charge = 0
E_LUMO = 0.57 eV
Gap between HOMO and LUMO = 8.8 eV
Energy relative to the best compared isomer or geometry (same formula, charge and spin) = 143.0 kJ/mol
Highest occupied orbital energy = -8.28 eV

Last column: Löwdin charge in e.
Element x y z (Å)
C 4.081 -2.910 -0.183  -0.061
H 4.060 -3.841 -0.745  0.080
H 4.451 -2.122 -0.834  0.080
H 4.776 -3.025 0.645  0.080
C 2.689 -2.564 0.337  -0.362
C 1.711 -2.385 -0.826  -0.163
N 0.360 -2.128 -0.374  -0.224
S 0.030 -0.532 -0.118  0.636
O 1.125 0.194 0.450  -0.268
O -1.236 -0.444 0.564  -0.274
N -0.096 -0.044 -1.700  -0.218
C -1.224 -0.619 -2.401  -0.189
C -2.526 0.161 -2.195  -0.114
H -2.888 -0.023 -1.184  0.100
H -3.274 -0.235 -2.885  0.119
C -2.333 1.669 -2.440  -0.201
C -2.684 2.592 -1.267  -0.467
O -3.171 3.686 -1.482  0.064
N -2.405 2.145 -0.029  0.091
H -1.970 1.247 0.137  0.077
C -2.613 2.979 1.135  -0.076
C -1.331 3.562 1.645  -0.246
C -0.085 3.028 1.796  -0.021
C 0.727 4.068 2.314  -0.060
C -0.085 5.150 2.442  -0.127
O -1.332 4.854 2.037  0.051
H 0.092 6.147 2.793  0.116
H 1.769 4.008 2.555  0.099
H 0.227 2.028 1.568  0.080
H -3.095 2.378 1.914  0.134
H -3.277 3.799 0.844  0.130
C -0.893 1.984 -2.880  -0.118
C 0.147 1.377 -1.945  -0.171
H 1.147 1.478 -2.384  0.126
H 0.153 1.903 -0.988  0.102
H -0.755 3.066 -2.905  0.130
H -0.737 1.605 -3.892  0.118
H -2.992 1.998 -3.250  0.145
H -0.969 -0.670 -3.463  0.129
H -1.328 -1.636 -2.022  0.116
C -0.172 -3.110 0.548  -0.160
H -1.144 -2.736 0.871  0.117
C 0.738 -3.367 1.756  -0.337
C 0.693 -2.201 2.740  -0.052
H 0.966 -1.268 2.257  0.051
H -0.312 -2.087 3.140  0.086
H 1.376 -2.378 3.568  0.084
C 2.160 -3.661 1.263  -0.139
H 2.828 -3.772 2.120  0.121
H 2.158 -4.609 0.718  0.123
H 0.360 -4.261 2.267  0.139
H -0.315 -4.039 -0.017  0.133
H 1.995 -1.534 -1.447  0.123
H 1.690 -3.288 -1.446  0.140
H 2.737 -1.618 0.881  0.128



(6)
Computed, not measured: a 8-piece molecular cluster, H16O8 overall, with ωB97M-V/def2-TZVPD.

Net charge = 0
E_LUMO = 0.32 eV
Gap between HOMO and LUMO = 10.6 eV
Energy relative to the best compared isomer or geometry (same formula, charge and spin) = 389.0 kJ/mol
Highest occupied orbital energy = -10.23 eV

Last column: Löwdin charge in e.
Element x y z (Å)
O -16.318 -10.325 42.353  0.002
H -16.290 -9.444 42.558  -0.008
H -16.179 -10.957 43.049  0.036
O -20.492 -10.735 45.697  0.038
H -21.226 -10.905 46.131  -0.028
H -19.866 -11.423 45.738  0.001
O -18.804 -14.373 44.390  -0.068
H -19.519 -14.967 44.502  0.004
H -19.089 -13.676 43.768  -0.041
O -18.772 -8.610 44.730  -0.161
H -19.605 -9.010 45.172  0.034
H -19.164 -7.955 44.014  0.093
O -21.660 -11.411 42.070  -0.172
H -22.413 -11.773 42.697  0.092
H -20.691 -11.737 42.152  0.035
O -17.479 -13.005 41.415  0.096
H -17.932 -13.521 40.879  -0.001
H -17.285 -12.301 40.931  -0.011
O -17.833 -12.240 46.366  -0.026
H -17.749 -11.724 47.169  0.047
H -17.096 -11.905 45.883  0.025
O -19.199 -12.211 43.378  -0.086
H -18.955 -11.284 43.614  0.084
H -18.594 -12.426 42.649  0.014